1.
ORCA calculation (the ωB97M-V functional and the def2-TZVPD basis) on a cluster of 9 separate species, C26H55N5O8 in total at a distorted geometry.

Geometry as XYZ:
```
94
Properties=species:S:1:pos:R:3:forces:R:3
C -12.3025 -13.9991 15.9784 -0.192 -0.574 0.190
O -11.5558 -13.1323 15.5863 0.276 0.232 -0.069
N -12.2057 -15.3253 15.7019 0.023 0.337 0.221
C -13.2139 -16.2608 16.1400 0.205 -0.712 0.046
C -11.0991 -15.8424 14.9357 0.417 0.110 -0.349
H -13.1479 -13.7923 16.6596 -0.073 0.060 -0.121
H -13.8211 -15.8506 16.9446 -0.158 0.233 -0.207
H -12.7472 -17.1605 16.5528 0.140 0.134 -0.014
H -13.8183 -16.5958 15.2923 -0.237 0.159 0.127
H -11.4301 -16.4915 14.1230 -0.176 0.009 0.062
H -10.5481 -15.0093 14.5021 -0.084 0.030 0.043
H -10.4025 -16.4126 15.5568 -0.140 -0.062 0.049
C -13.3336 -25.6846 21.6668 -0.175 -0.156 -0.080
O -12.4981 -26.1250 22.4249 0.201 -0.027 0.140
N -14.4932 -25.0997 22.0408 -0.236 -0.053 -0.223
C -15.3277 -24.4340 21.0694 -0.328 0.206 -0.143
C -14.7776 -24.8568 23.4330 0.260 0.162 0.267
H -13.2418 -25.7568 20.5707 0.050 0.034 -0.042
H -16.3908 -24.5848 21.2787 0.098 -0.080 0.236
H -15.1799 -24.8234 20.0638 0.317 0.093 0.019
H -15.1467 -23.3529 21.0788 -0.026 -0.040 -0.142
H -14.2934 -25.6113 24.0474 -0.001 -0.062 -0.065
H -14.3916 -23.8798 23.7509 -0.109 -0.032 -0.015
H -15.8527 -24.8821 23.5946 -0.054 -0.015 0.015
C -12.4289 -19.7192 18.0043 -0.107 0.125 0.165
O -11.7012 -18.7367 18.0009 0.028 -0.135 0.066
N -13.2170 -20.0812 19.0484 0.296 -0.494 -0.825
C -14.0490 -21.2587 18.9849 -0.366 -0.471 0.453
C -13.1742 -19.3736 20.2823 -0.296 1.068 0.314
H -12.5164 -20.3923 17.1429 -0.092 -0.037 -0.037
H -15.0618 -21.0306 19.3368 0.041 0.157 -0.098
H -13.6844 -22.0533 19.6472 0.146 0.063 -0.115
H -14.1409 -21.6769 17.9879 0.258 0.167 -0.144
H -12.6036 -19.8622 21.0759 -0.078 -0.232 -0.052
H -12.7431 -18.3866 20.1169 0.163 -0.134 -0.100
H -14.1993 -19.1863 20.6093 -0.004 -0.191 0.315
C -10.4369 -22.7214 17.4682 -0.398 0.087 0.190
O -11.5829 -23.0496 17.1947 0.279 0.201 -0.031
N -9.3479 -23.4893 17.3198 0.102 0.027 0.025
C -8.0930 -23.1258 17.9291 0.334 -0.009 0.472
C -9.4616 -24.8396 16.8487 0.137 -0.738 -0.087
H -10.1805 -21.7364 17.8926 -0.148 0.063 -0.058
H -7.2643 -23.4534 17.3030 0.003 0.099 -0.082
H -7.9706 -23.5998 18.9135 -0.056 -0.069 -0.170
H -8.0165 -22.0523 18.0953 -0.113 0.030 -0.205
H -10.4466 -25.0129 16.4284 -0.033 0.114 -0.011
H -8.7004 -25.0468 16.0919 -0.062 0.113 -0.028
H -9.3034 -25.5639 17.6579 -0.068 0.140 0.019
C -12.0295 -16.4558 22.0611 -0.493 0.146 -0.406
C -12.3525 -17.2470 23.3062 0.387 0.285 0.084
O -13.4729 -17.2892 23.7462 -0.337 -0.159 0.011
C -11.2036 -17.9146 24.0363 0.002 0.172 -0.344
H -12.9475 -16.2412 21.5099 -0.030 -0.083 0.130
H -11.3471 -16.9693 21.3841 0.204 0.025 0.225
H -11.6192 -15.4816 22.3396 0.268 -0.140 0.081
H -11.4600 -18.9616 24.1881 0.093 -0.022 0.119
H -11.0716 -17.4283 25.0018 -0.102 -0.078 0.091
H -10.2718 -17.8208 23.4813 0.020 -0.137 0.005
C -17.6692 -22.4093 17.8063 0.082 0.009 -0.191
C -16.8333 -23.5332 17.2500 -0.269 -0.176 0.222
O -15.7810 -23.8697 17.7449 0.199 0.159 0.068
C -17.4192 -24.3021 16.1014 -0.292 0.157 -0.363
H -17.3928 -22.2140 18.8387 0.014 -0.014 0.048
H -18.7248 -22.6712 17.7263 -0.014 0.123 0.082
H -17.5102 -21.4948 17.2257 -0.011 -0.037 -0.001
H -17.6466 -23.6568 15.2467 0.159 0.079 0.084
H -18.3915 -24.7033 16.4008 0.126 -0.143 0.063
H -16.7474 -25.0976 15.7965 -0.048 -0.105 0.000
C -9.5971 -13.7341 18.9206 -0.102 -0.110 -0.256
C -8.9299 -15.0872 18.8476 0.400 0.013 0.277
O -7.7427 -15.2351 19.0568 -0.362 0.125 -0.130
C -9.8264 -16.2586 18.5665 0.002 -0.522 -0.046
H -8.8774 -12.9253 18.8455 0.122 -0.032 0.108
H -10.1225 -13.6747 19.8773 -0.040 0.070 -0.021
H -10.3319 -13.6292 18.1181 -0.008 0.022 0.104
H -10.5346 -16.4376 19.3795 -0.055 0.273 -0.046
H -9.2510 -17.1766 18.4675 0.118 0.081 -0.054
H -10.4092 -16.1176 17.6576 -0.091 0.112 0.060
C -16.5751 -17.1021 18.8466 0.138 0.006 0.143
C -17.3942 -18.3548 18.6806 -0.259 -0.134 -0.224
O -17.7730 -18.7277 17.5930 0.019 0.028 0.118
C -17.6475 -19.1592 19.9270 0.927 0.090 0.256
H -16.7150 -16.4484 17.9911 0.021 0.024 -0.032
H -15.5203 -17.3938 18.9080 -0.039 0.017 -0.067
H -16.8082 -16.5848 19.7782 -0.050 0.023 -0.050
H -18.0267 -18.5480 20.7459 -0.362 -0.050 -0.133
H -16.6501 -19.4509 20.2850 -0.059 -0.130 0.004
H -18.2127 -20.0618 19.7340 -0.292 0.082 0.001
C -13.7990 -23.7395 15.0070 0.023 0.365 0.214
C -13.8774 -22.2807 15.0070 -0.067 -0.167 0.125
N -13.9268 -21.1345 15.0143 -0.046 0.148 0.017
H -14.6802 -24.1580 15.4849 -0.097 0.014 -0.108
H -12.9507 -24.0137 15.6339 0.126 -0.092 -0.241
H -13.7115 -24.0704 13.9758 0.110 -0.251 0.056
```
Positions in Å, forces in eV/Å.

Properties
- HOMO energy: -9.09 eV
- Total charge: 0
- Energy: -1899.368340 Ha
- Structure (SMILES): CN(C)C=O.CN(C)C=O.CN(C)C=O.CN(C)C=O.CC(C)=O.CC(C)=O.CC(C)=O.CC(C)=O.CC#N

Mulliken analysis output, partial charges in e:
1. C 0.11
2. O -0.59
3. N 0.21
4. C -0.83
5. C -0.94
6. H 0.29
7. H 0.19
8. H 0.22
9. H 0.38
10. H 0.35
11. H 0.33
12. H 0.29
13. C 0.17
14. O -0.59
15. N 0.10
16. C -0.88
17. C -0.93
18. H 0.29
19. H 0.33
20. H 0.29
21. H 0.29
22. H 0.32
23. H 0.32
24. H 0.31
25. C -0.25
26. O -0.59
27. N 0.63
28. C -0.11
29. C -0.97
30. H 0.57
31. H -0.16
32. H 0.26
33. H -0.18
34. H 0.45
35. H -0.05
36. H 0.29
37. C 0.39
38. O -0.59
39. N 0.11
40. C -0.89
41. C -0.85
42. H 0.10
43. H 0.28
44. H 0.34
45. H 0.31
46. H 0.17
47. H 0.33
48. H 0.33
49. C -0.94
50. C 0.74
51. O -0.58
52. C -1.08
53. H 0.32
54. H 0.04
55. H 0.49
56. H 0.30
57. H 0.37
58. H 0.29
59. C -0.96
60. C 0.98
61. O -0.45
62. C -1.55
63. H 0.10
64. H 0.47
65. H 0.30
66. H 0.36
67. H 0.44
68. H 0.36
69. C -0.84
70. C 0.72
71. O -0.59
72. C 0.43
73. H 0.32
74. H 0.22
75. H 0.15
76. H -0.39
77. H 0.39
78. H -0.39
79. C -0.81
80. C 0.89
81. O -0.56
82. C -0.95
83. H 0.34
84. H -0.01
85. H 0.39
86. H 0.45
87. H 0.07
88. H 0.22
89. C 0.05
90. C 0.51
91. N -0.51
92. H -0.24
93. H -0.17
94. H 0.40



2.
ORCA calculation (the ωB97M-V functional and the def2-TZVPD basis) on a structure of composition C5H8N2O3S at a distorted geometry.

Geometry as XYZ:
```
19
Properties=species:S:1:pos:R:3:forces:R:3
C 2.4337 0.9937 -1.1813 -0.229 -0.044 -1.593
C 0.4276 0.6845 0.1769 0.215 2.032 -1.070
C -0.8777 0.1219 0.6099 6.742 7.200 4.851
C -0.7255 -1.9836 -0.2836 -1.491 1.257 -0.827
C -0.7654 -1.8936 -1.8576 -1.530 -0.781 1.075
H 2.8758 2.1194 -0.8554 -1.804 -3.308 -0.453
H 3.0526 0.0126 -0.4580 -2.039 3.250 -2.764
H 2.4120 1.0182 -2.4571 0.966 -0.662 3.872
H 0.2021 -1.9849 0.3311 -0.360 0.534 -0.945
H -1.3620 -2.7762 0.1790 0.313 0.521 -0.921
H -0.3923 -1.0779 -2.3849 1.413 2.317 0.644
H -1.8518 -1.6789 -2.0430 0.400 -1.279 0.029
H -0.6570 -3.1314 -3.3316 0.496 -0.072 0.601
N 1.0137 1.5321 0.9819 -0.560 -0.222 0.545
N -1.0861 0.6656 1.8073 -2.683 -1.786 -0.685
O 0.8664 0.7556 -1.1149 2.962 -0.799 0.731
O -1.5435 -0.6522 -0.0337 -3.081 -6.862 -2.956
O -0.1572 -2.9726 -2.5080 -0.806 -1.397 -0.554
S -0.0035 1.7207 2.2477 1.074 0.101 0.422
```
Positions in Å, forces in eV/Å.

Properties
- HOMO energy: -8.35 eV
- Energy above the lowest of the compared OMol25 structures with the same formula, charge and spin: 129.45 kcal per mole
- Total charge: 0
- Energy: -928.547266 Ha

Mulliken analysis output, partial charges in e:
1. C -0.51
2. C 0.63
3. C 0.48
4. C -0.33
5. C -0.40
6. H 0.26
7. H 0.25
8. H 0.21
9. H 0.33
10. H 0.25
11. H 0.38
12. H 0.32
13. H 0.33
14. N -0.50
15. N -0.53
16. O -0.31
17. O -0.40
18. O -0.53
19. S 0.09



3.
ORCA calculation (the ωB97M-V functional and the def2-TZVPD basis) on an isolated molecule of C4H6 at a distorted geometry.

Geometry as XYZ:
```
10
Properties=species:S:1:pos:R:3:forces:R:3
C -0.2799 -0.0534 -0.2726 -1.032 -0.414 -1.062
C -1.4933 -0.3294 -0.7603 1.696 1.162 1.372
C 0.5996 0.8914 0.3970 -0.359 -0.258 0.819
C 0.9615 -0.6197 0.2456 -1.309 2.312 -0.758
H -1.8111 -1.2841 -1.0343 -0.090 -1.563 -0.380
H -2.2703 0.3867 -0.6939 -0.479 0.949 -0.390
H 1.3658 1.4867 -0.0542 -0.350 0.693 -0.556
H 0.2499 1.2052 1.3837 0.351 0.085 -0.253
H 0.9017 -1.0043 1.1883 0.252 -2.110 1.912
H 1.7760 -0.6792 -0.3994 1.320 -0.855 -0.706
```
Positions in Å, forces in eV/Å.

Properties
- HOMO energy: -9.58 eV
- Energy above the lowest of the compared OMol25 structures with the same formula, charge and spin: 30.54 kcal per mole
- Total charge: 0
- Energy: -155.914009 Ha
- Structure (SMILES): C=C1CC1

Mulliken analysis output, partial charges in e:
1. C 0.16
2. C -0.71
3. C -0.47
4. C -0.59
5. H 0.28
6. H 0.26
7. H 0.24
8. H 0.21
9. H 0.31
10. H 0.30



4.
ORCA calculation (the ωB97M-V functional and the def2-TZVPD basis) on a cluster of 2 separate species, C2H7N3O in total at a distorted geometry.

Geometry as XYZ:
```
13
Properties=species:S:1:pos:R:3:forces:R:3
C -1.0056 0.2019 -0.5127 -0.789 0.509 -0.110
C -2.1015 -0.6712 -0.0008 0.150 2.099 -1.261
N 0.8011 -0.7018 0.2333 0.683 1.326 -0.314
N 3.0017 -0.0404 0.0161 1.769 0.572 -0.332
N 1.6155 0.1844 0.0665 -0.794 -0.256 1.233
O -1.2826 1.4351 -0.0141 1.873 0.036 -1.125
H -2.5493 -0.3468 0.9165 -0.663 0.257 0.599
H -2.7485 -0.7236 -0.8606 -1.086 0.787 -0.267
H -1.9067 -1.6500 0.0140 1.521 -3.882 0.704
H 3.2635 -1.0262 -0.1344 -0.636 0.890 -0.035
H 3.6455 0.6809 -0.4150 -1.656 -1.140 0.416
H 1.3624 1.2195 0.2159 0.503 -1.192 -0.538
H -2.0956 1.4380 0.4752 -0.874 -0.006 1.028
```
Positions in Å, forces in eV/Å.

Properties
- HOMO energy: -7.22 eV
- Energy above the lowest of the compared OMol25 structures with the same formula, charge and spin: 171.20 kcal per mole
- Total charge: 0
- Energy: -319.676965 Ha

Mulliken analysis output, partial charges in e:
1. C 0.08
2. C -1.21
3. N -0.63
4. N -0.71
5. N 0.63
6. O -0.31
7. H 0.37
8. H 0.35
9. H 0.39
10. H 0.28
11. H 0.24
12. H 0.29
13. H 0.22



Which value of energy does entry 1 give? -1899.368340 Ha